FH2OP | wB97M-V/def2-TZVPD

XYZ file:
```
5
Properties=species:S:1:pos:R:3
O -0.813 1.597 0.191
P -0.767 0.202 0.212
H -0.966 -0.263 -1.240
F 1.708 -0.744 0.245
H 0.837 -0.792 0.592
```

Summary:
SMILES string: O=P.F
LUMO in eV: -1.36
Maximum force in eV Å⁻¹: 6.0
DFT total energy in eV: -14084.63306
HOMO in eV: -10.28
2S+1: 1


FH2PS | wB97M-V/def2-TZVPD

XYZ file:
```
5
Properties=species:S:1:pos:R:3
F -0.294 -1.017 -2.490
P 0.063 0.342 1.580
S 0.998 -1.157 -1.513
H -0.660 0.197 0.445
H -0.108 1.635 1.978
```

Summary:
LUMO (spin up / spin down) in eV: -1.52 / -2.43
Maximum force in eV Å⁻¹: 2.9
DFT total energy in eV: -22869.89215
HOMO (spin up / spin down) in eV: -9.99 / -9.26
2S+1: 1


FH3OP2 | wB97M-V/def2-TZVPD

XYZ file:
```
7
Properties=species:S:1:pos:R:3
O 0.513 -2.040 -0.123
F 1.838 0.989 0.673
P -0.871 0.468 0.648
P 0.863 0.539 -0.526
H 0.281 -2.458 -0.956
H -1.674 0.587 -0.424
H -0.949 1.915 0.709
```

Summary:
LUMO (spin up / spin down) in eV: -1.55 / -1.61
Maximum force in eV Å⁻¹: 2.5
DFT total energy in eV: -23388.40534
HOMO (spin up / spin down) in eV: -10.14 / -9.07
2S+1: 1


FH3OSi | wB97M-V/def2-TZVPD

XYZ file:
```
6
Properties=species:S:1:pos:R:3
O -0.239 -0.843 0.476
Si 1.027 -0.024 0.099
H 0.871 1.204 -0.465
H 2.427 -0.470 -0.037
F -2.440 0.302 -0.043
H -1.645 -0.170 -0.030
```

Summary:
SMILES string: O=[SiH2].F
LUMO in eV: -1.22
Maximum force in eV Å⁻¹: 3.2
DFT total energy in eV: -12690.60089
HOMO in eV: -11.54
2S+1: 1


FH3OSi | wB97M-V/def2-TZVPD

XYZ file:
```
6
Properties=species:S:1:pos:R:3
O 0.607 -0.956 0.480
F -0.495 1.197 1.582
Si 0.045 0.529 0.227
H 0.529 -1.674 -0.046
H 0.867 1.156 -0.687
H -1.555 -0.252 -1.556
```

Summary:
LUMO in eV: -0.05
Maximum force in eV Å⁻¹: 5.0
DFT total energy in eV: -12690.33529
HOMO in eV: -8.72
2S+1: 1


FH5N3P | wB97M-V/def2-TZVPD

XYZ file:
```
10
Properties=species:S:1:pos:R:3
H -2.779 0.327 0.153
N -2.296 -0.521 -0.084
P -0.738 -0.255 -0.078
N -0.360 1.309 0.246
N 0.546 -1.034 -0.388
H 0.563 -2.099 -0.207
H -1.121 2.059 -0.034
H 0.558 1.532 0.087
F 3.221 -0.580 0.311
H 2.407 -0.737 -0.007
```

Summary:
SMILES string: [H]/N=P(\N)=N/[H].F
LUMO in eV: 0.11
Maximum force in eV Å⁻¹: 4.6
DFT total energy in eV: -16557.50442
HOMO in eV: -10.22
2S+1: 1


FH5Si2 | wB97M-V/def2-TZVPD

XYZ file:
```
8
Properties=species:S:1:pos:R:3
F 0.732 2.223 0.444
Si 0.046 -1.668 0.486
Si -0.264 1.461 -0.726
H 1.054 -1.209 1.468
H 0.281 -2.646 -0.527
H -1.098 -1.722 1.211
H -1.456 2.285 -0.560
H 0.707 1.276 -1.797
```

Summary:
LUMO (spin up / spin down) in eV: -0.54 / -0.56
Maximum force in eV Å⁻¹: 4.7
DFT total energy in eV: -18551.35372
HOMO (spin up / spin down) in eV: -7.87 / -7.87
2S+1: 1


FHN2O | wB97M-V/def2-TZVPD

XYZ file:
```
5
Properties=species:S:1:pos:R:3
N -0.452 1.647 -1.068
N -1.075 1.427 -2.026
O 0.396 -0.171 -0.334
F -0.988 0.267 -2.729
H -0.138 -0.059 0.585
```

Summary:
LUMO (spin up / spin down) in eV: -1.54 / -1.91
Maximum force in eV Å⁻¹: 3.5
DFT total energy in eV: -7755.22200
HOMO (spin up / spin down) in eV: -11.04 / -12.14
2S+1: 1


FHNO3S | wB97M-V/def2-TZVPD

XYZ file:
```
7
Properties=species:S:1:pos:R:3
N -1.500 0.757 0.346
O 1.857 0.404 0.732
O 0.979 -0.784 -1.378
O 0.881 -1.738 0.955
F -2.140 0.343 -0.864
S 0.957 -0.559 0.101
H -1.035 1.576 0.108
```

Summary:
LUMO (spin up / spin down) in eV: 3.41 / 3.66
Maximum force in eV Å⁻¹: 3.5
Net charge: -1
DFT total energy in eV: -21199.09209
HOMO (spin up / spin down) in eV: -3.72 / -5.72
2S+1: 1


FHNOS | wB97M-V/def2-TZVPD

XYZ file:
```
5
Properties=species:S:1:pos:R:3
N -0.060 0.045 0.650
O -1.257 0.497 1.243
F 1.061 1.460 -0.034
S -0.400 -0.672 -0.813
H 0.656 -1.330 -1.046
```

Summary:
LUMO (spin up / spin down) in eV: 3.94 / 3.47
Maximum force in eV Å⁻¹: 5.5
Net charge: -1
DFT total energy in eV: -17102.07782
HOMO (spin up / spin down) in eV: -2.39 / -4.13
2S+1: 3


FN2O4S | wB97M-V/def2-TZVPD

XYZ file:
```
8
Properties=species:S:1:pos:R:3
N -0.513 -1.249 0.441
N 0.327 -1.920 0.125
O 0.425 0.308 -1.102
O 1.224 -2.647 -0.025
O 0.496 1.093 1.205
O -1.669 0.931 -0.011
F -0.050 2.488 -0.610
S -0.239 0.995 -0.024
```

Summary:
LUMO in eV: 3.89
Maximum force in eV Å⁻¹: 3.4
Net charge: -1
DFT total energy in eV: -24722.75950
HOMO in eV: -5.46
2S+1: 1


FRb | wB97M-V/def2-TZVPD

XYZ file:
```
2
Properties=species:S:1:pos:R:3
Rb 12.746 -28.276 -9.175
F 11.851 -29.867 -7.995
```

Summary:
LUMO in eV: -0.49
Maximum force in eV Å⁻¹: 2.1
DFT total energy in eV: -3372.65322
HOMO in eV: -8.89
2S+1: 1


H10IO5 | wB97M-V/def2-TZVPD

XYZ file:
```
16
Properties=species:S:1:pos:R:3
I -11.387 0.433 0.001
O -11.534 5.691 -0.407
H -12.265 5.866 -1.000
H -11.345 4.760 -0.527
O -8.298 -1.498 3.733
H -8.817 -1.504 4.538
H -8.895 -1.161 3.065
O -7.349 -3.265 -0.910
H -7.774 -4.112 -0.777
H -8.070 -2.636 -0.939
O -14.939 2.825 3.194
H -14.388 2.252 2.660
H -14.340 3.197 3.842
O -13.293 1.788 -4.686
H -12.900 1.631 -3.827
H -13.872 2.539 -4.551
```

Summary:
LUMO in eV: 2.94
Maximum force in eV Å⁻¹: 0.5
Net charge: -1
DFT total energy in eV: -18503.23626
HOMO in eV: -4.06
2S+1: 1


H10IO5 | wB97M-V/def2-TZVPD

XYZ file:
```
16
Properties=species:S:1:pos:R:3
I 0.376 -0.420 0.579
O -2.925 -0.825 1.713
H -2.690 -0.014 1.323
H -2.101 -1.281 1.964
O 1.127 3.055 0.150
H 1.071 3.675 0.873
H 0.817 2.210 0.538
O 1.086 1.587 -2.342
H 0.394 1.404 -1.764
H 1.025 2.530 -2.446
O -0.063 -1.215 -2.686
H -0.727 -0.682 -3.126
H 0.099 -0.768 -1.881
O 0.563 -3.316 2.396
H 1.352 -3.351 2.920
H 0.595 -2.590 1.789
```

Summary:
LUMO in eV: 3.26
Maximum force in eV Å⁻¹: 2.7
Net charge: -1
DFT total energy in eV: -18503.59067
HOMO in eV: -4.76
2S+1: 1


H10MgO17S3 | wB97M-V/def2-TZVPD

XYZ file:
```
31
Properties=species:S:1:pos:R:3
Mg 0.082 -0.080 0.359
S 2.301 0.674 1.242
O 1.989 -0.311 0.265
O 3.085 1.763 0.687
O 0.956 1.020 1.660
O 3.068 -0.048 2.261
S -0.600 -2.365 -1.712
O -0.572 -1.056 -1.032
O -1.689 -3.164 -1.188
O -0.823 -2.251 -3.172
O 0.675 -3.045 -1.527
S -0.515 2.716 -1.344
O -1.927 2.622 -0.895
O 0.106 1.487 -0.774
O -0.449 2.623 -2.776
O 0.127 3.877 -0.772
O 1.975 -0.241 -2.789
H 1.164 -0.485 -2.344
H 2.302 -1.061 -3.159
O -1.774 0.132 1.108
H -2.069 1.032 1.248
H -2.361 -0.399 1.645
O 0.353 0.342 4.032
H 0.606 0.537 3.130
H 1.171 0.393 4.527
O -2.822 0.123 -1.918
H -2.675 1.006 -1.579
H -2.347 -0.448 -1.314
O 0.233 -1.504 1.787
H 0.544 -1.502 2.692
H -0.114 -2.386 1.654
```

Summary:
LUMO in eV: 8.54
Maximum force in eV Å⁻¹: 5.3
Net charge: -4
DFT total energy in eV: -72916.91455
HOMO in eV: 4.39
2S+1: 1


H10NO3 | wB97M-V/def2-TZVPD

XYZ file:
```
14
Properties=species:S:1:pos:R:3
N 0.051 -0.112 0.672
H -0.599 0.626 0.835
H -0.208 -0.853 1.372
H -0.227 -0.459 -0.209
H 1.095 -0.030 0.596
H -2.489 2.645 1.086
H -1.623 2.653 -0.238
O -2.050 2.094 0.432
H 3.574 -0.072 0.430
H 2.890 0.465 -0.950
O 2.785 -0.166 -0.044
H -0.418 -2.439 -1.739
H -1.838 -2.333 -1.197
O -0.942 -2.018 -1.044
```

Summary:
LUMO (spin up / spin down) in eV: 0.73 / 0.47
Maximum force in eV Å⁻¹: 4.7
DFT total energy in eV: -7791.60577
HOMO (spin up / spin down) in eV: -2.75 / -11.30
2S+1: 2


H10NO3 | wB97M-V/def2-TZVPD

XYZ file:
```
14
Properties=species:S:1:pos:R:3
N 0.482 0.414 -0.025
H -0.063 1.286 0.044
H 1.376 0.682 0.293
H 0.346 -0.391 0.609
H 0.688 -0.070 -0.933
H -0.702 3.418 0.614
H -1.929 2.735 0.394
O -0.980 2.762 0.010
H 1.250 -2.000 -1.937
H 0.449 -1.554 -3.191
O 0.638 -1.288 -2.297
H -1.234 -2.131 1.932
H 0.068 -2.225 2.562
O -0.389 -1.639 1.925
```

Summary:
LUMO in eV: -3.15
Maximum force in eV Å⁻¹: 3.4
Net charge: +1
DFT total energy in eV: -7788.86010
HOMO in eV: -15.99
2S+1: 1